[1]
ORCA calculation (ωB97M-V/def2-TZVPD) on a cluster of 2 separate species, C9H13NO2 in total in a non-equilibrium geometry.

Atoms and positions in Å:
O  -1.166  1.834  1.494
O  2.902  -1.330  1.414
N  3.158  -1.480  3.653
C  -1.275  2.731  -0.656
C  -1.735  1.288  -2.513
C  -1.555  0.164  -1.660
C  -1.548  2.578  -2.080
C  -1.416  0.283  -0.320
C  -1.359  1.653  0.139
C  -2.275  1.198  -3.934
C  2.436  -3.442  2.419
C  2.709  -1.954  2.436
H  -1.371  1.191  -4.574
H  3.341  -3.899  2.840
H  -2.744  0.212  -4.083
H  -1.748  3.401  -2.760
H  -1.408  -0.783  -2.187
H  -2.923  2.050  -4.179
H  -0.859  3.653  -0.303
H  -1.274  -0.571  0.335
H  3.203  -2.044  4.482
H  1.559  -3.587  3.040
H  3.450  -0.535  3.817
H  2.326  -3.877  1.423
H  -0.428  1.265  1.757

Forces on atoms 1 to 2 (eV/Å):
0.4 0.1 0.4
-1.0 0.6 0.0

Computed properties:
- net charge = 0
- electronic energy (eV) = -15128.317
- strongest force on any atom (eV Å⁻¹) = 3.200
- energy relative to the best compared isomer or geometry (same formula, charge and spin) (kcal/mol) = 30.3
- HOMO (Eh) = -0.308

Calculated atomic charges, method Löwdin, unit e: O 0.011; O 0.037; N 0.134; C -0.011; C -0.297; C -0.063; C -0.029; C -0.003; C -0.332; C -0.064; C -0.017; C -0.587; H 0.084; H 0.086; H 0.074; H 0.108; H 0.116; H 0.078; H 0.110; H 0.116; H 0.090; H 0.075; H 0.099; H 0.085; H 0.102

---

[2]
ORCA calculation (ωB97M-V/def2-TZVPD) on an isolated molecule of C9H13NO2S in a non-equilibrium geometry.

Atoms and positions in Å:
S  -2.395  0.448  0.134
O  -3.306  1.532  0.420
O  -0.592  -1.976  -0.209
N  -1.006  1.077  -0.081
C  0.297  -1.120  -0.106
C  -2.294  -0.624  1.713
C  0.021  0.252  -0.646
C  -3.298  -0.665  -1.046
C  2.562  0.696  -0.311
C  1.344  1.068  -0.682
C  2.726  -0.595  0.227
C  3.714  1.603  -0.278
C  1.613  -1.386  0.415
H  -0.175  0.005  -1.647
H  -2.617  0.125  2.404
H  -3.333  -0.276  -2.064
H  4.220  1.285  0.643
H  1.680  -2.253  1.032
H  4.312  1.648  -1.135
H  -3.085  -1.317  1.299
H  -4.411  -0.795  -0.745
H  -1.331  -1.024  1.976
H  3.270  2.731  0.051
H  3.609  -0.891  0.660
H  -2.800  -1.681  -1.049
H  1.273  2.133  -0.977

Forces on atoms 1 to 2 (eV/Å):
0.3 0.5 2.1
-0.8 -0.3 0.1

Computed properties:
- net charge = 0
- electronic energy (eV) = -25959.394
- strongest force on any atom (eV Å⁻¹) = 5.210
- energy relative to the best compared isomer or geometry (same formula, charge and spin) (kcal/mol) = 122.4
- HOMO (Eh) = -0.319

Calculated atomic charges, method Löwdin, unit e: S 0.711; O -0.378; O 0.026; N -0.173; C -0.368; C -0.093; C -0.332; C -0.164; C -0.352; C 0.038; C 0.006; C -0.051; C 0.025; H 0.136; H 0.041; H 0.053; H 0.076; H 0.106; H 0.055; H 0.062; H 0.097; H 0.043; H 0.157; H 0.092; H 0.060; H 0.127

---

[3]
ORCA calculation (ωB97M-V/def2-TZVPD) on an isolated molecule of C9H13NO2S2 in a non-equilibrium geometry.

Atoms and positions in Å:
S  -2.451  -0.770  -0.150
S  -0.817  1.690  -0.753
O  -2.490  -1.011  -1.574
O  -3.544  -1.217  0.725
N  -1.047  -1.387  0.526
C  1.927  0.336  0.637
C  0.201  2.263  0.644
C  3.073  -1.783  0.356
C  -2.242  0.992  0.099
C  2.662  0.839  -0.432
C  3.587  0.041  -1.112
C  2.157  -0.988  1.019
C  0.954  1.188  1.428
C  3.789  -1.266  -0.723
H  -2.180  1.172  1.221
H  -0.313  -1.477  -0.161
H  1.474  1.706  2.245
H  0.230  0.505  1.919
H  1.598  -1.377  1.860
H  4.513  -1.904  -1.271
H  -0.437  2.859  1.330
H  2.540  1.851  -0.762
H  0.904  2.963  0.218
H  3.220  -2.788  0.702
H  -1.294  -2.278  0.972
H  4.138  0.439  -1.937
H  -3.149  1.425  -0.274

Forces on atoms 1 to 2 (eV/Å):
-0.8 -0.7 0.8
0.2 0.0 0.0

Computed properties:
- net charge = 0
- electronic energy (eV) = -36799.255
- strongest force on any atom (eV Å⁻¹) = 2.051
- energy relative to the best compared isomer or geometry (same formula, charge and spin) (kcal/mol) = 0.0
- HOMO (Eh) = -0.338

Calculated atomic charges, method Löwdin, unit e: S 0.550; S 0.876; O -0.323; O -0.335; N -0.067; C -0.249; C -0.485; C -0.084; C -0.565; C -0.040; C -0.078; C -0.073; C -0.214; C -0.095; H 0.100; H 0.061; H 0.123; H 0.100; H 0.109; H 0.114; H 0.088; H 0.100; H 0.059; H 0.097; H 0.086; H 0.097; H 0.051

---

[4]
ORCA calculation (ωB97M-V/def2-TZVPD) on an isolated molecule of C9H13NO2Si in a non-equilibrium geometry.

Atoms and positions in Å:
Si  1.078  0.070  -0.509
O  0.572  1.041  -1.715
O  -0.893  1.853  -3.243
N  -0.563  0.894  -2.591
C  -1.487  0.373  0.567
C  -2.430  0.379  1.574
C  2.836  0.842  -0.502
C  1.290  -1.756  -1.012
C  0.243  0.025  2.220
C  -0.740  0.002  3.197
C  -0.123  0.253  0.892
C  -1.099  -0.258  -2.692
C  -2.059  0.069  2.896
H  -1.890  0.664  -0.397
H  -3.530  0.232  1.334
H  -0.580  -0.969  -2.072
H  0.346  -2.189  -1.273
H  2.690  1.941  -0.715
H  -1.947  -0.430  -3.340
H  1.424  -2.276  -0.077
H  3.522  0.754  0.412
H  1.970  -1.884  -1.827
H  1.262  -0.054  2.566
H  -0.415  -0.221  4.156
H  3.313  0.483  -1.522
H  -2.791  0.164  3.676

Forces on atoms 1 to 2 (eV/Å):
2.1 -0.8 0.6
-1.7 1.3 -2.4

Computed properties:
- net charge = 0
- electronic energy (eV) = -23003.448
- strongest force on any atom (eV Å⁻¹) = 3.215
- energy relative to the best compared isomer or geometry (same formula, charge and spin) (kcal/mol) = 24.7
- HOMO (Eh) = -0.334

Calculated atomic charges, method Löwdin, unit e: Si 0.492; O -0.122; O 0.031; N -0.369; C -0.093; C -0.079; C -0.163; C -0.142; C -0.081; C -0.104; C -0.221; C 0.055; C -0.085; H 0.094; H 0.127; H 0.030; H 0.007; H 0.034; H 0.110; H 0.035; H 0.044; H 0.037; H 0.105; H 0.085; H 0.070; H 0.102

---

Question: The lowest electronic energy belongs to which entry?
Answer: C9H13NO2S2

---

Repeat the second record exactly.
ORCA calculation (ωB97M-V/def2-TZVPD) on an isolated molecule of C9H13NO2S in a non-equilibrium geometry.

Atoms and positions in Å:
S  -2.395  0.448  0.134
O  -3.306  1.532  0.420
O  -0.592  -1.976  -0.209
N  -1.006  1.077  -0.081
C  0.297  -1.120  -0.106
C  -2.294  -0.624  1.713
C  0.021  0.252  -0.646
C  -3.298  -0.665  -1.046
C  2.562  0.696  -0.311
C  1.344  1.068  -0.682
C  2.726  -0.595  0.227
C  3.714  1.603  -0.278
C  1.613  -1.386  0.415
H  -0.175  0.005  -1.647
H  -2.617  0.125  2.404
H  -3.333  -0.276  -2.064
H  4.220  1.285  0.643
H  1.680  -2.253  1.032
H  4.312  1.648  -1.135
H  -3.085  -1.317  1.299
H  -4.411  -0.795  -0.745
H  -1.331  -1.024  1.976
H  3.270  2.731  0.051
H  3.609  -0.891  0.660
H  -2.800  -1.681  -1.049
H  1.273  2.133  -0.977

Forces on atoms 1 to 2 (eV/Å):
0.3 0.5 2.1
-0.8 -0.3 0.1

Computed properties:
- net charge = 0
- electronic energy (eV) = -25959.394
- strongest force on any atom (eV Å⁻¹) = 5.210
- energy relative to the best compared isomer or geometry (same formula, charge and spin) (kcal/mol) = 122.4
- HOMO (Eh) = -0.319

Calculated atomic charges, method Löwdin, unit e: S 0.711; O -0.378; O 0.026; N -0.173; C -0.368; C -0.093; C -0.332; C -0.164; C -0.352; C 0.038; C 0.006; C -0.051; C 0.025; H 0.136; H 0.041; H 0.053; H 0.076; H 0.106; H 0.055; H 0.062; H 0.097; H 0.043; H 0.157; H 0.092; H 0.060; H 0.127